[1]
Formula: C3H6O2
Source: the OMol25 dataset
Level of theory: the ωB97M-V functional and the def2-TZVPD basis

```
11
Properties=species:S:1:pos:R:3:forces:R:3:nbo_charge:R:1
O -1.66142 -0.47246 -0.31935 0.0953 -0.0858 -0.2335 -0.72
C -1.04489 0.70898 0.16263 0.1317 0.2738 0.0902 -0.23
C 0.37712 0.69724 0.57411 -0.2900 -0.1953 0.0797 0.04
C 0.98933 -0.65107 0.46329 0.0469 -0.0658 0.1467 -0.20
O 1.27014 -0.27379 -0.90956 0.1327 0.1042 -0.1297 -0.66
H -1.22556 -0.68730 -1.15555 -0.1443 -0.0249 0.1126 0.47
H -1.22937 1.55655 -0.51497 0.0291 -0.1204 0.1260 0.20
H -1.54814 0.97802 1.10629 0.0321 0.0091 -0.0403 0.23
H 1.82844 0.52096 -0.86172 0.0532 -0.1301 -0.1067 0.50
H 0.34397 -1.53149 0.41885 0.0820 0.1438 0.0425 0.19
H 1.90036 -0.84566 1.03597 -0.1686 0.0916 -0.0875 0.18
```
Positions in Å, forces in eV/Å.

The calculation puts the relative energy (zero: lowest compared OMol25 entry of this formula, charge and spin) at 453.9 kJ/mol. The orbital gap is 0.3350 hartree. The net charge is 0. The value obtained for the lowest unoccupied orbital energy is 0.33 eV. Its total energy is -7298.974 eV.


[2]
Formula: C4H14N2O
Source: the OMol25 dataset
Level of theory: the ωB97M-V functional and the def2-TZVPD basis

```
21
Properties=species:S:1:pos:R:3:forces:R:3:nbo_charge:R:1
C 1.45415 0.66740 -0.29038 -1.1887 -0.4643 0.4804 -0.22
C 0.33136 0.98472 0.68745 -0.4536 0.2329 0.1440 -0.43
C -1.01053 1.31850 0.01874 0.0202 -0.4966 -1.0457 -0.24
C -2.90482 -0.13014 -0.71825 -0.9661 0.0965 -1.0539 0.15
N -1.89119 0.12036 -0.01108 0.6887 -0.5259 0.5521 -0.39
N 2.61037 0.03002 0.40692 0.3838 0.1559 -0.1280 -0.66
H 1.03374 -0.00876 -1.01777 0.3795 -0.4826 -0.2821 0.23
H 1.79603 1.53385 -0.78700 0.5053 0.9345 -0.5669 0.25
H 0.14198 0.10973 1.30812 0.1798 -0.1102 0.2471 0.22
H 0.54873 1.80692 1.36852 0.3096 -0.0203 -0.0608 0.26
H -1.51330 2.07556 0.55855 -0.6159 0.7000 0.8056 0.26
H -0.97639 1.68575 -1.00884 0.4059 -0.0280 0.0107 0.25
H -3.31301 0.55047 -1.46265 0.3715 0.4021 0.2040 0.24
H -3.44666 -1.06972 -0.67793 0.3072 -0.1593 0.5106 0.25
H -1.57078 -0.62287 0.61260 -0.1929 -0.0957 -0.0483 0.45
H 3.24271 0.74185 0.78498 -0.0790 -0.0043 0.2053 0.46
H 3.18950 -0.52681 -0.22882 -0.1408 -0.1459 -0.0134 0.47
H 2.29635 -0.56522 1.17525 0.1078 -0.1869 -0.0158 0.45
H -0.09250 -2.79782 -1.03122 0.1051 -0.2980 0.3041 0.50
H -0.05125 -3.34148 0.43063 0.0761 0.0355 -0.3234 0.51
O 0.12551 -2.56231 -0.11779 -0.2036 0.4605 0.0743 -1.00
```
Positions in Å, forces in eV/Å.

The calculation puts the relative energy (zero: lowest compared OMol25 entry of this formula, charge and spin) at 63.6 kJ/mol. The orbital gap is 0.4078 hartree. The net charge is +2. The value obtained for the lowest unoccupied orbital energy is -8.05 eV. Its total energy is -9385.907 eV.